{"formula": "C6H13NO3", "method": "wB97M-V/def2-TZVPD", "max_force_ev_per_a": 4.3, "multiplicity": 1, "e_lumo_ev": 0.629, "homo_lumo_gap_ev": 10.080, "symbols": ["C", "C", "C", "O", "C", "C", "C", "O", "N", "H", "H", "H", "H", "H", "H", "H", "H", "H", "H", "H", "H", "O", "H"], "coordinates": [[2.18907, 1.21780, 3.36546], [1.91610, 0.56127, 2.00934], [2.95780, -0.51023, 1.70795], [0.65037, -0.07684, 2.02363], [1.93887, 1.64836, 0.91356], [1.42936, 1.22945, -0.48632], [0.47465, 2.40918, -0.59059], [0.40135, 3.28159, -1.43281], [0.89095, 2.65815, 1.09255], [3.11835, 1.80357, 3.33696], [1.36610, 1.88796, 3.65200], [2.29276, 0.44111, 4.13553], [2.95587, -1.26562, 2.50579], [2.74396, -1.00561, 0.75169], [3.96368, -0.07016, 1.66117], [-0.01534, 0.59896, 2.23916], [2.94987, 2.07767, 0.84626], [2.21745, 1.29217, -1.24702], [0.91735, 0.26177, -0.48420], [1.09911, 3.59331, 1.42124], [-0.70739, 2.47835, 1.11506], [-1.43292, 2.28215, 0.07875], [-1.86109, 3.10688, -0.17868]], "mulliken_charge": [-1.651, 1.178, -1.664, -0.605, -0.153, -0.570, 0.565, -0.582, -0.622, 0.339, 0.374, 0.412, 0.415, 0.367, 0.357, 0.351, 0.566, 0.300, 0.343, 0.197, 0.496, -0.723, 0.311]}



{"formula": "C6H13NO3P", "method": "wB97M-V/def2-TZVPD", "max_force_ev_per_a": 4.7, "charge": 1, "multiplicity": 1, "e_lumo_ev": -2.968, "homo_lumo_gap_ev": 11.460, "symbols": ["C", "C", "C", "C", "C", "C", "N", "O", "O", "O", "P", "H", "H", "H", "H", "H", "H", "H", "H", "H", "H", "H", "H", "H"], "coordinates": [[0.63269, 2.65555, 1.74752], [1.55165, 1.72634, 2.60582], [-1.34010, -1.33536, 0.08641], [-0.32010, -1.11093, -1.14824], [0.18955, -2.46612, -1.65776], [-1.10933, -0.26247, -2.11111], [0.73838, -0.38776, -0.56662], [-0.01852, 1.85210, 0.86119], [1.23739, 0.36742, 2.20485], [-1.09967, -0.38675, 1.18465], [0.26301, 0.36657, 0.94514], [-0.22016, 3.17793, 2.22116], [1.29287, 3.41394, 1.13562], [2.63289, 1.94733, 2.49303], [1.23166, 1.94213, 3.65393], [-2.25997, -0.92879, -0.35591], [-1.60731, -2.32269, 0.41381], [-0.50033, -3.10090, -2.29112], [0.55697, -3.03480, -0.90507], [1.06020, -2.20333, -2.34228], [-1.46106, 0.71838, -1.57691], [-2.03851, -0.99896, -2.43390], [-0.60219, 0.11799, -2.94210], [1.19000, 0.25318, -1.22212]], "mulliken_charge": [-0.322, -0.276, -0.756, 1.229, -1.682, -1.403, -0.411, -0.316, -0.371, -0.316, 0.976, 0.312, 0.238, 0.339, 0.276, 0.373, 0.418, 0.344, 0.494, 0.357, 0.299, 0.366, 0.416, 0.416]}



{"formula": "C6H13NO3S2", "method": "wB97M-V/def2-TZVPD", "max_force_ev_per_a": 1.7, "multiplicity": 1, "e_lumo_ev": 0.507, "homo_lumo_gap_ev": 8.730, "symbols": ["C", "C", "C", "C", "C", "C", "N", "O", "O", "O", "S", "S", "H", "H", "H", "H", "H", "H", "H", "H", "H", "H", "H", "H", "H"], "coordinates": [[2.33421, 1.17312, -0.96705], [1.34636, 1.28730, 1.46530], [2.02566, -0.14568, -0.23776], [1.62650, -1.25436, -1.19664], [-2.81866, -1.67989, 0.59094], [-2.85707, -0.20392, 0.77142], [0.97050, 0.13047, 0.72815], [-1.37631, 0.10533, -1.47379], [-1.56693, 2.08480, -0.01158], [-3.55955, 0.54510, -0.27657], [2.20209, 2.47050, 0.30136], [-1.96456, 0.75736, -0.34617], [3.33590, 1.19529, -1.39126], [1.59416, 1.36936, -1.74527], [0.49296, 1.79756, 1.90592], [2.07703, 1.02642, 2.23374], [2.90988, -0.44399, 0.34092], [0.72024, -0.97837, -1.73249], [1.44254, -2.17398, -0.64619], [2.42366, -1.42918, -1.91459], [-2.62415, -1.89870, -0.45707], [-2.02220, -2.10275, 1.20239], [-3.76527, -2.13786, 0.88103], [-3.05050, 0.20563, 1.75479], [0.10349, 0.30047, 0.22047]], "mulliken_charge": [-0.685, -0.584, 0.160, -1.346, -1.170, 0.316, -0.299, -0.530, -0.561, -0.388, -0.205, 0.989, 0.435, 0.323, 0.374, 0.364, 0.331, 0.275, 0.325, 0.403, 0.301, 0.311, 0.369, 0.413, 0.079]}



{"formula": "C6H13NO3Si", "method": "wB97M-V/def2-TZVPD", "max_force_ev_per_a": 4.1, "multiplicity": 1, "e_lumo_ev": [-1.526, -1.178], "homo_lumo_gap_ev": [7.735, 8.202], "symbols": ["C", "C", "C", "C", "C", "C", "N", "O", "O", "O", "Si", "H", "H", "H", "H", "H", "H", "H", "H", "H", "H", "H", "H", "H"], "coordinates": [[0.59253, -1.25774, -1.13243], [0.26152, 1.35645, -0.03142], [2.43806, 0.31031, -0.63308], [1.78829, 1.29306, 0.26325], [-2.29242, -0.28998, -0.63550], [-0.78089, -1.26489, 1.67862], [3.19352, -0.73816, -0.18363], [4.03262, -1.21417, -0.95566], [2.89567, -1.18760, 0.92550], [2.40101, 2.58526, 0.16130], [-0.49937, -0.38828, 0.11879], [0.72244, -1.27766, -2.19783], [1.01060, -2.05286, -0.60139], [-0.20398, 2.21361, 0.37336], [0.20037, 1.73792, -1.10541], [2.85751, 0.60261, -1.59671], [1.91056, 0.84629, 1.27325], [-2.43744, -0.00266, -1.65640], [-2.55921, -1.32040, -0.81572], [-3.05275, 0.10558, -0.01763], [-0.14253, -2.08069, 1.80460], [-0.95234, -0.68361, 2.56972], [-1.74882, -1.74162, 1.46579], [1.86066, 3.09940, -0.51710]], "mulliken_charge": [-0.804, -1.004, -0.585, 0.133, -1.349, -1.096, 0.977, -0.624, -0.582, -0.578, 0.261, 0.422, 0.428, 0.581, 0.398, 0.421, 0.317, 0.403, 0.392, 0.390, 0.392, 0.385, 0.327, 0.394]}



{"formula": "C6H13NO4", "method": "wB97M-V/def2-TZVPD", "max_force_ev_per_a": 6.4, "multiplicity": 1, "e_lumo_ev": 0.628, "homo_lumo_gap_ev": 9.818, "symbols": ["C", "C", "C", "C", "C", "C", "H", "H", "H", "H", "H", "H", "H", "H", "H", "H", "H", "H", "H", "N", "O", "O", "O", "O"], "coordinates": [[-0.20887, 1.44432, 0.55598], [0.10746, 1.68168, -0.79789], [0.37216, -0.46084, -1.94215], [0.19688, -1.33661, -0.73529], [0.76132, -1.00779, 0.68179], [0.66987, 0.42657, 1.25826], [-1.64935, 0.90450, 1.54463], [0.01151, 2.36392, 1.23207], [-0.02826, 2.74409, -1.18193], [1.14935, 1.75494, -1.06424], [-1.48568, 0.45575, -1.33401], [0.13309, -0.89353, -2.92822], [1.50036, -0.13749, -1.99330], [0.54288, -2.50441, -0.77090], [-1.50662, -0.65312, -0.07851], [1.84806, -1.30517, 0.61336], [-0.73963, -2.24725, 0.96593], [1.70354, 0.85546, 1.16743], [-0.32597, -0.60150, 2.57582], [-0.46088, 0.74478, -1.79155], [-1.49583, 1.00731, 0.55009], [-1.30658, -1.51297, -0.50617], [0.16582, -2.04568, 1.42263], [0.04537, 0.32306, 2.55618]], "mulliken_charge": [0.317, -1.153, -0.681, -0.196, -0.010, -0.133, 0.468, 0.297, 0.280, 0.457, 0.426, 0.356, 0.288, 0.362, 0.502, 0.413, 0.485, 0.415, 0.427, -0.446, -0.732, -0.741, -0.707, -0.695]}



{"formula": "C6H13NO4", "method": "wB97M-V/def2-TZVPD", "max_force_ev_per_a": 3.5, "multiplicity": 1, "e_lumo_ev": 0.444, "homo_lumo_gap_ev": 9.951, "symbols": ["C", "C", "C", "C", "C", "C", "H", "H", "H", "H", "H", "H", "H", "H", "H", "H", "H", "H", "H", "N", "O", "O", "O", "O"], "coordinates": [[-1.62739, -0.26077, 0.42748], [-0.82354, -1.48822, 0.79085], [0.66259, -1.52431, 0.24786], [1.40125, -0.29633, 0.64836], [0.64693, 0.99399, 0.52129], [-0.72615, 0.81633, -0.20880], [-3.12470, 0.25023, -0.66778], [-3.28619, -1.14189, -0.11782], [-2.19838, 0.15248, 1.31838], [-1.34777, -2.37284, 0.38844], [-0.83649, -1.68430, 1.94931], [1.31224, -2.37981, 0.57182], [1.31202, -1.95027, -1.69611], [1.66429, -0.48842, 1.65775], [3.41379, -0.17860, 0.36824], [0.57444, 1.43755, 1.48781], [2.10110, 2.37862, 0.01110], [-0.56128, 0.62221, -1.24078], [-1.14364, 2.84621, -0.01670], [-2.60568, -0.65499, -0.60198], [0.58042, -1.55146, -1.15006], [2.62962, -0.20306, -0.22544], [1.27530, 2.00288, -0.39614], [-1.59058, 1.95783, -0.02362]], "mulliken_charge": [0.492, -1.093, -0.258, 0.046, -0.155, -0.471, 0.306, 0.248, 0.395, 0.461, 0.263, 0.329, 0.334, 0.453, 0.348, 0.430, 0.328, 0.358, 0.364, -0.868, -0.559, -0.605, -0.560, -0.587]}



{"formula": "C6H13NO4S", "method": "wB97M-V/def2-TZVPD", "max_force_ev_per_a": 1.7, "multiplicity": 1, "e_lumo_ev": 0.450, "homo_lumo_gap_ev": 10.234, "symbols": ["C", "C", "C", "C", "C", "C", "H", "H", "H", "H", "H", "H", "H", "H", "H", "H", "H", "H", "H", "N", "O", "O", "O", "O", "S"], "coordinates": [[-0.02333, 0.48214, -1.07894], [0.93538, 0.34829, 0.10304], [1.43603, -1.09533, 0.29924], [2.75041, -1.29661, -0.43387], [3.81959, -0.34907, 0.12498], [3.16639, 0.98622, 0.52602], [-3.51069, -1.75775, -0.24590], [-3.90070, -0.39035, -1.25071], [0.44168, 0.13693, -1.99232], [-0.32306, 1.51940, -1.18701], [0.45462, 0.70183, 0.98420], [0.68118, -1.80365, 0.00171], [1.58095, -1.33017, 1.36014], [2.62034, -1.11018, -1.52340], [3.09426, -2.35660, -0.34743], [4.31853, -0.77028, 1.01415], [4.58310, -0.18904, -0.62208], [3.84161, 1.84252, 0.33476], [2.91650, 0.99388, 1.58398], [-3.58594, -0.73727, -0.30518], [-2.48872, 1.47854, 0.13365], [-1.83873, -0.57403, 1.45998], [-1.19908, -0.34734, -0.94253], [1.99538, 1.22917, -0.24289], [-2.24715, 0.05811, 0.21985]], "mulliken_charge": [-0.985, 0.469, -0.757, -0.506, -0.560, -0.478, 0.288, 0.286, 0.290, 0.413, 0.250, 0.394, 0.358, 0.228, 0.344, 0.300, 0.309, 0.310, 0.309, -0.603, -0.613, -0.577, -0.239, -0.472, 1.245]}



{"formula": "C6H13NOS", "method": "wB97M-V/def2-TZVPD", "max_force_ev_per_a": 4.1, "multiplicity": 1, "e_lumo_ev": 0.774, "homo_lumo_gap_ev": 9.745, "symbols": ["C", "C", "C", "C", "C", "C", "N", "O", "S", "H", "H", "H", "H", "H", "H", "H", "H", "H", "H", "H", "H", "H"], "coordinates": [[1.09583, -0.63752, 2.13918], [1.45661, -0.32080, 0.90734], [2.74254, -0.83694, 0.17102], [-3.44200, 0.74857, -0.62456], [-0.18495, -0.38355, -2.15418], [0.61795, 0.78886, 0.28982], [-2.01974, 1.02435, -0.30548], [-1.18078, -1.20567, 0.21361], [-0.90140, 0.04995, -0.43174], [0.10454, -0.48947, 2.57271], [1.78601, -1.30643, 2.62938], [2.22567, -1.18281, -0.73822], [3.50673, -0.12302, 0.07640], [3.10253, -1.83710, 0.50089], [-3.91649, 1.71442, -0.35754], [-3.69941, -0.24486, -0.04116], [-3.73308, 0.58802, -1.61210], [0.74954, -0.98566, -1.98500], [-0.89624, -1.03039, -2.71176], [-0.20922, 0.62158, -2.64583], [1.16174, 1.37360, -0.47788], [0.36814, 1.37656, 1.11409]], "mulliken_charge": [-1.070, 0.773, -0.876, -0.724, -1.016, -1.131, -0.518, -0.657, 1.132, 0.308, 0.331, 0.113, 0.283, 0.369, 0.256, 0.278, 0.262, 0.253, 0.352, 0.330, 0.372, 0.580]}